No. 1
Density functional theory data (the ωB97M-V functional and the def2-TZVPD basis) for a molecular structure, C18H41N5O9Y in a non-equilibrium geometry.

The relative energy (zero: lowest compared OMol25 entry of this formula, charge and spin) is 100.69 kcal/mol. The value obtained for the largest force on an atom is 7.0 eV Å⁻¹.

```
! RIJCOSX wB97M-V def2-TZVPD def2/J DEFGRID3
* xyz 1 1
Y 5.08 3.06 23.47
O 2.03 5.72 24.14
C 2.68 4.62 23.82
O 2.95 3.83 24.66
O 3.17 4.36 22.72
H 1.41 5.49 24.83
C 9.05 4.47 22.41
C 7.77 5.17 22.02
O 6.68 4.59 22.65
H 9.05 4.17 23.46
H 9.85 5.15 22.12
H 9.31 3.66 21.73
H 7.59 5.00 20.96
H 8.00 6.20 22.31
C 5.97 4.45 26.76
O 5.79 4.46 25.53
N 7.00 5.01 27.49
C 6.77 5.59 28.82
C 8.25 5.40 26.76
H 5.11 4.16 27.39
H 5.87 5.15 29.24
H 6.63 6.65 28.63
H 7.63 5.43 29.47
H 8.80 6.29 27.05
H 8.92 4.54 26.83
H 8.17 5.48 25.68
C 2.91 0.34 23.01
O 3.79 1.19 22.96
N 1.66 0.54 22.50
C 1.29 1.67 21.64
C 0.77 -0.61 22.59
H 2.97 -0.61 23.56
H 0.69 2.29 22.30
H 0.68 1.24 20.83
H 2.10 2.27 21.24
H -0.24 -0.21 22.53
H 1.00 -1.33 21.81
H 0.77 -1.15 23.53
C 4.80 2.70 19.88
O 4.97 2.33 21.01
N 4.17 2.02 18.91
C 4.27 2.44 17.49
C 3.93 0.55 19.11
H 5.14 3.70 19.57
H 5.29 2.25 17.14
H 4.07 3.51 17.43
H 3.50 1.97 16.87
H 4.36 -0.24 18.50
H 3.97 0.15 20.13
H 2.85 0.51 18.96
C 4.72 1.06 26.34
O 5.02 1.79 25.36
N 5.38 -0.11 26.57
C 4.82 -1.00 27.60
C 6.62 -0.49 25.85
H 4.08 1.31 27.20
H 5.34 -1.26 28.52
H 4.47 -1.97 27.24
H 3.88 -0.59 27.98
H 7.49 -0.43 26.51
H 6.65 -1.52 25.48
H 6.68 0.11 24.95
C 7.91 1.22 22.62
O 6.84 1.55 23.24
N 9.15 1.42 23.10
C 10.40 1.14 22.37
C 9.42 1.61 24.52
H 7.91 0.73 21.64
H 10.21 1.13 21.30
H 10.89 0.21 22.68
H 11.18 1.90 22.48
H 10.42 1.82 24.89
H 8.77 2.40 24.89
H 9.37 0.79 25.23
*
```

No. 2
Density functional theory data (the ωB97M-V functional and the def2-TZVPD basis) for 9 unconnected molecules or ions with the total composition C32H47ClNO18 in a non-equilibrium geometry.

The total energy comes out at -84809.8075 eV. The value obtained for the largest force on an atom is 4.9 eV Å⁻¹.

```
! RIJCOSX wB97M-V def2-TZVPD def2/J DEFGRID3
* xyz -1 1
Cl 0.35 -0.44 0.96
O 1.01 0.57 0.18
O 0.92 -0.48 2.30
O -1.01 -0.14 0.95
O 0.68 -1.70 0.33
O 5.43 0.87 -0.10
C 4.89 0.39 0.88
O 4.84 1.06 2.07
C 4.24 0.26 3.10
C 4.43 -1.20 2.63
C 4.31 -1.02 1.07
H 3.21 0.59 3.08
H 4.62 0.44 4.10
H 3.67 -1.92 2.92
H 5.44 -1.55 2.88
H 3.28 -0.95 0.74
H 4.82 -1.79 0.48
O -2.58 -5.19 5.21
C -2.30 -4.27 4.48
O -1.08 -4.24 3.84
C -1.15 -3.32 2.77
C -2.22 -2.37 3.21
C -3.21 -3.18 3.97
H -1.37 -3.80 1.82
H -0.18 -2.82 2.76
H -2.61 -1.84 2.34
H -1.92 -1.64 3.97
H -3.95 -3.54 3.25
H -3.58 -2.71 4.88
O -2.45 5.00 5.05
C -2.05 4.15 4.21
O -1.32 3.11 4.60
C -1.09 2.14 3.56
C -1.31 2.92 2.28
C -2.30 4.03 2.75
H -1.72 1.26 3.67
H -0.04 1.87 3.56
H -1.73 2.27 1.51
H -0.37 3.38 1.99
H -3.32 3.68 2.57
H -2.16 5.03 2.33
O 1.32 5.00 1.01
C 2.11 4.75 0.07
O 2.17 5.59 -0.96
C 3.09 5.15 -1.95
C 3.22 3.63 -1.65
C 2.98 3.61 -0.12
H 4.04 5.70 -1.92
H 2.71 5.17 -2.96
H 4.22 3.27 -1.91
H 2.40 3.21 -2.23
H 3.95 3.84 0.31
H 2.53 2.68 0.22
O -4.34 -3.14 0.48
C -3.98 -2.28 -0.30
O -4.51 -1.03 -0.37
C -3.86 -0.19 -1.35
C -3.18 -1.26 -2.26
C -2.88 -2.43 -1.31
H -3.25 0.52 -0.79
H -4.58 0.36 -1.95
H -2.31 -0.81 -2.73
H -3.86 -1.66 -3.01
H -1.94 -2.28 -0.79
H -2.95 -3.42 -1.77
O -4.29 3.43 -3.15
C -3.22 3.38 -2.56
O -2.25 2.49 -2.94
C -1.17 2.61 -1.96
C -1.36 3.93 -1.27
C -2.79 4.18 -1.39
H -0.17 2.65 -2.41
H -1.23 1.81 -1.23
H -0.69 4.67 -1.72
H -1.02 3.79 -0.25
H -2.83 5.25 -1.60
H -3.43 3.91 -0.55
O 0.53 1.16 -4.21
C 1.22 0.28 -3.72
O 2.37 0.58 -3.19
C 3.03 -0.59 -2.55
C 2.26 -1.73 -3.16
C 0.92 -1.23 -3.60
H 2.91 -0.62 -1.46
H 4.08 -0.57 -2.85
H 2.12 -2.56 -2.47
H 2.86 -2.25 -3.91
H 0.14 -1.40 -2.86
H 0.65 -1.69 -4.55
N 0.59 -6.76 -2.21
C 0.88 -5.63 -1.46
C -0.17 -4.70 -1.69
C -1.04 -5.32 -2.64
C -0.54 -6.58 -2.93
H 1.06 -7.65 -2.15
H 1.67 -5.56 -0.73
H -0.38 -3.78 -1.17
H -2.02 -4.95 -2.90
H -0.94 -7.41 -3.49
*
```